DFT (wB97M-V/def2-TZVPD) results for a structure of composition C14H20BF8IN5O3STl.

Each line ends with the Löwdin charge.
Geometry (Å):
Tl -0.2622 2.0298 -0.7459  0.705
F 1.8815 4.4299 -1.6986  -0.071
C 0.8782 4.4099 -0.7017  -0.462
F 1.5705 4.7758 0.4584  -0.046
C 0.0302 5.6276 -1.0288  -0.625
F -0.6003 5.4622 -2.2103  0.102
F 0.7028 6.8050 -1.1242  0.101
F -0.9174 5.8130 -0.0907  0.115
F -7.3946 -2.0122 -4.5925  0.097
C -7.5506 -2.7520 -3.4797  -0.665
F -8.4716 -2.1297 -2.7225  0.098
F -8.0893 -3.9267 -3.8631  0.091
S -5.9513 -2.9895 -2.5804  0.426
O -5.1477 -3.6710 -3.5766  -0.342
O -6.3522 -3.8106 -1.4542  -0.339
O -5.5573 -1.6346 -2.2670  -0.319
B 1.2035 0.3258 4.0146  -0.479
C 0.6061 1.1377 2.7830  -0.271
N 0.1675 1.7304 1.8911  0.014
H 1.6247 -0.7399 3.5926  -0.014
H 0.3105 0.1540 4.8215  -0.017
H 2.1057 0.9816 4.5086  -0.018
C 3.9587 -1.4635 0.2352  -0.071
N 2.8895 -0.4914 0.3367  -0.160
C 1.5947 -1.0014 -0.0721  -0.102
C 3.1614 0.8402 0.1305  -0.444
N 2.3832 1.5989 -0.5529  0.096
N 4.3587 1.2760 0.7248  -0.174
C 4.4819 1.0265 2.1597  -0.067
C 4.7923 2.6131 0.3718  -0.087
H 4.0810 -1.8124 -0.8005  0.087
H 3.7193 -2.3271 0.8589  0.086
H 4.9019 -1.0413 0.5677  0.071
H 1.4429 -1.9734 0.3979  0.088
H 1.5100 -1.1121 -1.1595  0.088
H 0.8023 -0.3471 0.2754  -0.007
H 2.6493 2.5726 -0.4598  0.003
H 4.0116 0.0856 2.4298  0.074
H 3.9779 1.8082 2.7394  0.090
H 5.5396 1.0033 2.4345  0.080
H 4.7938 2.7361 -0.7108  0.091
H 5.8110 2.7510 0.7379  0.080
H 4.1605 3.3965 0.8113  0.091
I -4.2750 -2.5089 2.7274  0.818
C -3.2328 -2.5794 0.9173  -0.706
C -3.5119 -3.5635 -0.0144  -0.148
C -2.7791 -3.5564 -1.1947  -0.067
C -1.8210 -2.5733 -1.3706  -0.137
N -1.5245 -1.6567 -0.4534  0.065
C -2.2254 -1.6560 0.6756  -0.212
H -4.2707 -4.3146 0.1499  0.091
H -2.9705 -4.2974 -1.9581  0.101
H -1.2347 -2.5418 -2.2834  0.106
H -1.9625 -0.9066 1.4150  0.094

For the HOMO energy, the calculation gives -3.06 eV. Its charge is -2. As for the orbital gap: 7.01 eV. The lowest unoccupied orbital energy is 3.95 eV. Its multiplicity is 1. The energy comes out at -74483.839 eV. The value obtained for the relative energy (zero: lowest compared OMol25 entry of this formula, charge and spin) is 0.0 kcal/mol.

DFT (wB97M-V/def2-TZVPD) results for a structure of composition C5H7NO.

Each line ends with the Löwdin charge.
Geometry (Å):
O 1.5939 -0.6317 -1.0984  0.000
C 1.0975 -0.2060 0.1448  -0.313
C 0.3929 1.1263 0.2676  -0.167
C -1.0311 0.9365 -0.1076  -0.210
C -1.2432 -0.5039 -0.5211  -0.074
C -0.2422 -0.7843 0.6045  -0.193
N -0.5734 0.5724 1.2596  0.081
H 2.5478 -0.7463 -1.0326  0.093
H 1.8406 -0.3025 0.9466  0.155
H 0.8307 2.1125 0.3919  0.135
H -1.6920 1.7846 -0.2638  0.133
H -0.9846 -0.8182 -1.5367  0.108
H -2.2480 -0.8391 -0.2498  0.113
H -0.2891 -1.7001 1.1948  0.137

For the HOMO energy, the calculation gives -9.59 eV. Its charge is 0. As for the orbital gap: 10.35 eV. The lowest unoccupied orbital energy is 0.76 eV. Its multiplicity is 1. The energy comes out at -8833.294 eV. The value obtained for the relative energy (zero: lowest compared OMol25 entry of this formula, charge and spin) is 67.1 kcal/mol.